Entry from the OMol25 dataset: C5H9NS in the gas phase (ωB97M-V/def2-TZVPD).

Its LUMO energy is 0.034 Ha. The calculation puts the largest force on an atom at 2.67 eV Å⁻¹. The highest occupied orbital energy comes out at -8.455 eV. Its total energy is -17654.9720 eV. The calculation puts the energy relative to the best compared isomer or geometry (same formula, charge and spin) at 28.2 kcal/mol. The SMILES is S[C@@H]1C[C@@H]2N[C@@H]2C1.

Each line ends with the natural charge from an NBO analysis.
Geometry (Å):
C  1.04828  0.10494  0.71638  -0.32
C  0.16418  -1.17130  0.68724  -0.43
C  -0.97965  -0.78134  -0.15357  -0.10
C  -1.06728  0.66063  -0.34768  -0.09
C  0.08867  1.23853  0.48437  -0.42
H  1.53745  0.21365  -1.56484  0.16
H  1.54234  0.31810  1.65078  0.23
H  0.67399  -2.06758  0.26274  0.23
H  -0.07010  -1.49709  1.71467  0.22
H  -1.84017  -1.42163  -0.21345  0.21
H  -1.23400  -0.28889  -2.09371  0.36
H  -1.97742  1.17651  -0.53983  0.21
H  0.55923  2.04446  -0.11262  0.23
H  -0.30705  1.69115  1.47043  0.21
N  -0.51437  -0.15029  -1.38378  -0.62
S  2.37589  -0.06987  -0.57714  -0.09

Cartesian forces (eV/Å) of the 2 atoms listed first:
0.45 -0.94 -0.66
1.28 -1.07 1.18